1.
{
  "formula": "C10H7Br3",
  "method": "the ωB97M-V functional and the def2-TZVPD basis",
  "spin_multiplicity": 3,
  "homo_ev": [-7.285, -9.441],
  "elements": ["C", "C", "C", "C", "C", "C", "C", "C", "C", "C", "Br", "Br", "Br", "H", "H", "H", "H", "H", "H", "H"],
  "positions_angstrom": [[-0.755, 2.863, 1.943], [-0.697, 2.815, 0.709], [-1.934, -1.696, -0.108], [2.246, 0.280, -0.197], [-0.977, -1.097, 0.261], [1.255, -0.062, 0.392], [-2.878, -2.585, -0.708], [3.486, -0.005, -0.764], [-0.595, 2.226, -0.527], [0.047, -0.436, 0.879], [4.491, -1.302, 0.304], [0.993, 2.439, -1.625], [-0.269, 0.075, 2.750], [-1.121, 3.013, 2.895], [-2.319, -3.380, -1.290], [-3.393, -3.409, 0.042], [-3.731, -2.121, -1.240], [3.372, -0.601, -1.689], [4.211, 0.826, -0.825], [-1.431, 2.155, -1.202]],
  "atomic_forces_ev_per_a": [[-0.2, 0.5, -2.9], [0.3, -1.1, 1.3], [-1.5, -1.2, -0.9], [0.2, -0.4, 0.5], [1.3, 1.0, 0.8], [-1.7, -0.5, 0.5], [-1.6, -3.9, 0.9], [2.3, -0.2, -1.2], [0.7, 1.4, -1.2], [0.3, 0.7, 1.8], [0.3, -0.4, 0.5], [-0.8, 0.6, 0.1], [0.1, -0.8, -0.5], [-0.1, 0.4, 1.5], [-0.6, 1.4, -0.2], [1.1, 2.5, -1.1], [0.8, -0.2, 0.0], [0.1, 1.0, 0.1], [-0.7, -0.3, -0.4], [-0.3, -0.3, 0.2]]
}


2.
{
  "formula": "FeH12O6",
  "method": "the ωB97M-V functional and the def2-TZVPD basis",
  "de_lowest_kcal_mol": 0.4,
  "spin_multiplicity": 6,
  "charge": 1,
  "homo_ev": [-6.485, -12.951],
  "elements": ["Fe", "O", "H", "H", "O", "H", "H", "O", "H", "H", "O", "H", "H", "O", "H", "H", "O", "H", "H"],
  "positions_angstrom": [[-13.723, -5.391, -19.282], [-14.773, -3.525, -19.581], [-15.072, -3.328, -20.469], [-15.022, -2.757, -19.067], [-12.062, -4.518, -20.146], [-11.852, -4.395, -21.072], [-11.216, -4.466, -19.700], [-14.569, -6.068, -21.041], [-15.506, -5.886, -21.111], [-14.390, -6.682, -21.754], [-15.125, -6.320, -18.170], [-15.443, -7.203, -18.359], [-15.443, -6.134, -17.286], [-12.494, -7.077, -19.116], [-12.189, -7.743, -19.732], [-12.284, -7.433, -18.253], [-12.939, -4.610, -17.329], [-12.173, -4.038, -17.279], [-13.123, -4.846, -16.420]],
  "atomic_forces_ev_per_a": [[0.3, 0.5, 0.3], [0.0, -0.4, -0.1], [-0.1, 0.1, -0.7], [0.0, 0.3, 0.6], [0.1, 0.4, -0.1], [-0.1, 0.1, -0.7], [0.6, -0.1, 0.5], [0.0, 0.3, 0.0], [-0.9, 0.2, 0.0], [0.5, -0.5, -0.5], [-0.3, 0.0, 0.1], [-0.2, -0.8, -0.4], [-0.2, 0.5, 0.8], [0.1, 0.0, 0.1], [0.1, -0.3, -0.7], [0.1, -0.1, 0.8], [-0.2, -0.1, -0.5], [0.5, 0.4, -0.1], [-0.3, -0.3, 0.6]]
}


3.
{
  "formula": "C9H16O",
  "method": "the ωB97M-V functional and the def2-TZVPD basis",
  "de_lowest_kcal_mol": 73.3,
  "homo_ev": -7.770,
  "elements": ["C", "C", "C", "C", "C", "C", "C", "C", "C", "O", "H", "H", "H", "H", "H", "H", "H", "H", "H", "H", "H", "H", "H", "H", "H", "H"],
  "positions_angstrom": [[-0.500, 0.412, 0.331], [0.632, 0.252, -0.532], [0.414, -0.813, -1.961], [1.349, -1.025, -0.810], [-1.356, 1.630, 0.062], [-1.318, -0.782, 0.757], [-0.650, -1.808, -2.313], [0.729, 0.942, 1.773], [1.881, 1.609, 1.821], [0.095, 0.590, 2.934], [0.662, 0.749, 3.706], [1.100, 1.169, -0.868], [0.826, -0.285, -2.814], [1.112, -1.864, -0.166], [2.417, -0.937, -0.992], [-1.919, 1.887, 0.959], [-0.751, 2.484, -0.237], [-2.050, 1.423, -0.755], [-2.150, -0.961, 0.077], [-0.716, -1.675, 0.887], [-1.795, -0.549, 1.711], [-0.247, -2.579, -2.982], [-1.027, -2.351, -1.448], [-1.487, -1.333, -2.827], [2.385, 1.938, 0.927], [2.363, 1.878, 2.759]],
  "atomic_forces_ev_per_a": [[2.1, 1.5, 3.3], [-0.7, -2.4, -4.7], [1.0, 1.7, 1.5], [0.4, 0.2, -0.1], [0.2, 0.0, 0.1], [0.1, 0.4, 0.7], [-0.3, 0.0, 0.2], [-2.7, -0.4, 0.1], [0.0, -0.1, -0.9], [-0.1, -0.3, 0.1], [-0.1, 0.1, -0.3], [0.1, -0.1, 0.1], [0.2, -0.1, 0.1], [0.0, 0.0, 0.0], [0.0, -0.1, 0.1], [-0.1, 0.1, -0.1], [0.0, 0.0, 0.1], [-0.1, -0.1, 0.0], [0.2, 0.0, -0.3], [-0.1, -0.1, 0.0], [0.2, -0.1, 0.1], [0.1, 0.2, 0.0], [-0.1, 0.1, 0.0], [-0.1, -0.1, 0.0], [0.0, -0.1, -0.1], [-0.2, -0.2, 0.0]]
}


4.
{
  "formula": "C3H14NO5",
  "method": "the ωB97M-V functional and the def2-TZVPD basis",
  "de_lowest_kcal_mol": 32.5,
  "charge": 1,
  "homo_ev": -14.789,
  "elements": ["O", "C", "O", "C", "C", "N", "H", "H", "H", "H", "H", "H", "H", "H", "H", "H", "O", "H", "H", "O", "H", "H", "O"],
  "positions_angstrom": [[0.066, 0.225, -1.189], [-1.032, 0.019, -0.767], [-2.142, 0.138, -1.527], [-1.322, -0.546, 0.626], [-1.703, -2.046, 0.710], [-0.072, -0.191, 1.422], [-2.171, 0.834, -2.271], [-2.187, -0.088, 1.205], [-0.940, -2.565, 0.145], [-1.863, -2.444, 1.798], [-2.686, -2.153, 0.101], [0.814, -0.390, 0.870], [-0.117, -0.757, 2.247], [0.124, 0.887, 1.569], [2.402, -2.302, 0.258], [1.666, -2.773, -0.962], [1.693, -2.116, -0.336], [3.582, 1.530, -0.578], [2.140, 1.355, -1.209], [2.521, 1.605, -0.404], [0.806, 3.390, 1.609], [1.251, 2.628, 0.493], [0.616, 2.601, 1.126]],
  "atomic_forces_ev_per_a": [[0.4, 0.4, 0.6], [-1.3, -0.1, -1.6], [-0.8, 1.2, -0.2], [-1.1, 0.7, 1.7], [-1.0, 0.0, -0.5], [1.3, 1.4, -1.5], [0.9, -1.6, 1.6], [1.2, 0.4, -1.2], [0.1, -0.7, 0.3], [0.4, 0.9, -2.1], [1.6, 0.1, 1.3], [-1.2, -0.6, 0.3], [0.5, 0.0, 0.9], [-0.9, -1.5, 0.1], [0.8, -0.4, 0.4], [0.0, -2.4, -2.3], [-0.8, 2.8, 2.1], [-4.1, 0.4, 0.6], [-0.9, -0.8, -2.1], [5.1, 0.2, 1.3], [-0.3, 0.8, 1.0], [3.3, -0.5, -3.4], [-3.3, -0.6, 2.8]]
}


| no. | largest force on an atom (hartree/bohr) | DFT total energy (eV) |
| --- | --- | --- |
| 1 | 0.084 | -220601.51197 |
| 2 | 0.018 | -46859.80916 |
| 3 | 0.105 | -11636.35119 |
| 4 | 0.103 | -15059.32071 |